Entry 1:
{
  "formula": "C35H94N6O10",
  "method": "ωB97M-V/def2-TZVPD",
  "symbols": ["C", "O", "C", "C", "C", "N", "H", "H", "H", "H", "H", "H", "H", "H", "H", "H", "H", "C", "O", "C", "C", "C", "N", "H", "H", "H", "H", "H", "H", "H", "H", "H", "H", "H", "C", "O", "C", "C", "C", "N", "H", "H", "H", "H", "H", "H", "H", "H", "H", "H", "H", "C", "O", "C", "C", "C", "N", "H", "H", "H", "H", "H", "H", "H", "H", "H", "H", "H", "C", "O", "C", "C", "C", "N", "H", "H", "H", "H", "H", "H", "H", "H", "H", "H", "H", "C", "O", "C", "C", "N", "C", "C", "O", "C", "H", "H", "H", "H", "H", "H", "H", "H", "H", "H", "H", "H", "H", "H", "H", "C", "C", "C", "O", "H", "H", "H", "H", "H", "H", "H", "H", "C", "C", "C", "O", "H", "H", "H", "H", "H", "H", "H", "H", "C", "C", "C", "O", "H", "H", "H", "H", "H", "H", "H", "H"],
  "positions_angstrom": [[-4.433, 3.165, -5.778], [-3.239, 2.968, -6.408], [-2.774, 1.621, -6.280], [-1.295, 1.452, -6.608], [-0.909, 1.601, -8.149], [-0.903, 0.054, -6.043], [-4.738, 4.209, -5.717], [-4.455, 2.619, -4.834], [-5.242, 2.666, -6.311], [-3.030, 1.028, -5.401], [-3.375, 1.026, -6.968], [-0.722, 2.214, -6.079], [0.125, 1.943, -8.116], [-1.588, 2.325, -8.599], [-1.027, 0.656, -8.680], [0.085, 0.103, -5.840], [-1.320, 0.114, -5.125], [1.987, -1.385, 5.292], [0.645, -1.947, 5.477], [0.569, -3.398, 5.476], [-0.856, -3.932, 5.435], [-0.912, -5.454, 5.730], [-1.464, -3.551, 4.182], [2.524, -1.789, 4.433], [2.511, -1.324, 6.246], [1.984, -0.301, 5.176], [1.076, -3.830, 4.612], [1.143, -3.747, 6.334], [-1.435, -3.487, 6.245], [-0.714, -5.793, 6.747], [-0.132, -5.959, 5.161], [-1.826, -5.792, 5.242], [-1.267, -2.615, 3.859], [-2.426, -3.437, 4.468], [-0.125, -4.715, -3.423], [-1.229, -4.585, -2.519], [-1.231, -3.434, -1.587], [-2.655, -2.722, -1.407], [-3.241, -2.139, -2.782], [-2.410, -1.574, -0.531], [-0.500, -5.333, -4.239], [0.523, -5.401, -2.877], [0.414, -3.863, -3.836], [-0.813, -3.818, -0.656], [-0.577, -2.677, -2.019], [-3.471, -3.284, -0.953], [-4.099, -1.491, -2.603], [-3.672, -2.982, -3.323], [-2.492, -1.634, -3.392], [-1.721, -0.973, -0.961], [-2.180, -1.823, 0.420], [4.497, -2.057, -3.388], [3.215, -2.581, -3.692], [2.672, -2.086, -4.839], [2.596, -0.570, -4.982], [1.678, -0.044, -3.807], [2.023, -0.271, -6.249], [5.249, -2.698, -2.928], [4.408, -1.180, -2.745], [4.995, -1.783, -4.318], [3.106, -2.610, -5.690], [1.675, -2.526, -4.885], [3.562, -0.091, -4.823], [0.791, -0.668, -3.696], [1.268, 0.924, -4.096], [2.234, -0.119, -2.873], [2.531, 0.460, -6.728], [2.265, -1.065, -6.824], [-0.183, 2.866, 4.167], [-0.981, 2.952, 5.393], [-0.575, 2.132, 6.464], [-1.272, 0.693, 6.542], [-2.684, 0.739, 7.242], [-0.480, -0.278, 7.299], [-0.151, 1.878, 3.708], [0.821, 3.263, 4.317], [-0.725, 3.454, 3.426], [0.502, 1.986, 6.539], [-0.676, 2.629, 7.429], [-1.327, 0.075, 5.646], [-2.641, 0.844, 8.326], [-3.048, -0.288, 7.228], [-3.385, 1.367, 6.693], [-0.096, -1.043, 6.763], [0.180, 0.226, 7.874], [-0.473, -0.854, 2.030], [0.722, -0.255, 1.719], [0.952, 0.073, 0.318], [0.334, 1.401, -0.251], [1.267, 2.455, -0.734], [0.789, 3.426, -1.756], [-0.288, 4.359, -1.182], [-1.559, 3.767, -1.370], [-2.145, 3.863, -2.599], [-0.499, -1.200, 3.063], [-0.669, -1.730, 1.411], [-1.286, -0.148, 1.859], [0.875, -0.790, -0.343], [2.021, 0.260, 0.419], [-0.323, 1.760, 0.541], [-0.392, 1.177, -1.033], [2.163, 2.647, -0.309], [0.522, 2.865, -2.652], [1.645, 4.059, -1.989], [-0.186, 5.367, -1.582], [0.143, 4.528, -0.195], [-3.223, 3.983, -2.491], [-2.050, 2.963, -3.207], [-1.848, 4.811, -3.048], [2.566, -3.797, 0.309], [3.615, -4.183, -0.732], [4.562, -5.281, -0.219], [2.906, -4.605, -1.819], [2.930, -3.725, 1.334], [1.656, -4.396, 0.351], [2.167, -2.805, 0.095], [4.135, -3.261, -0.993], [5.475, -5.300, -0.814], [4.087, -6.258, -0.309], [4.739, -5.286, 0.856], [2.923, -3.844, -2.403], [4.126, 3.626, 2.811], [4.719, 3.014, 1.509], [4.729, 1.515, 1.625], [3.777, 3.324, 0.499], [3.295, 2.977, 3.088], [3.708, 4.632, 2.777], [4.779, 3.542, 3.680], [5.729, 3.323, 1.242], [3.726, 1.113, 1.479], [5.161, 1.082, 2.528], [5.343, 1.052, 0.854], [3.808, 4.259, 0.284], [-3.750, 4.031, 1.061], [-4.805, 3.390, 2.081], [-5.141, 4.445, 3.151], [-5.993, 3.099, 1.431], [-3.463, 3.211, 0.403], [-2.948, 4.604, 1.527], [-4.392, 4.771, 0.583], [-4.395, 2.495, 2.549], [-5.608, 5.307, 2.676], [-4.266, 4.821, 3.682], [-5.603, 4.038, 4.050], [-5.922, 2.175, 1.177]],
  "homo_ev": -8.071,
  "total_charge": 0,
  "largest_force_ev_per_a": 3.2,
  "gap_ev": 8.32,
  "relative_energy_kcal_mol": 82.05,
  "energy_ev": -67224.9937,
  "smiles": "COC[C@H](C)N.COC[C@H](C)N.COC[C@H](C)N.COC[C@H](C)N.COC[C@H](C)N.COCCNCCOC.CC(C)O.CC(C)O.CC(C)O"
}

=====

Entry 2:
{
  "formula": "C35H96BrIO30P8Si2",
  "method": "ωB97M-V/def2-TZVPD",
  "symbols": ["C", "C", "C", "C", "C", "C", "Si", "C", "C", "C", "C", "O", "C", "O", "Si", "Br", "I", "P", "C", "C", "C", "H", "H", "H", "H", "H", "H", "H", "H", "H", "H", "H", "H", "H", "H", "H", "H", "H", "H", "H", "H", "H", "H", "H", "H", "H", "H", "H", "H", "H", "H", "H", "H", "H", "C", "O", "P", "O", "O", "C", "O", "C", "H", "H", "H", "H", "H", "H", "H", "H", "H", "C", "O", "P", "O", "O", "C", "O", "C", "H", "H", "H", "H", "H", "H", "H", "H", "H", "C", "O", "P", "O", "O", "C", "O", "C", "H", "H", "H", "H", "H", "H", "H", "H", "H", "C", "O", "P", "O", "O", "C", "O", "C", "H", "H", "H", "H", "H", "H", "H", "H", "H", "C", "O", "P", "O", "O", "C", "O", "C", "H", "H", "H", "H", "H", "H", "H", "H", "H", "C", "O", "P", "O", "O", "C", "O", "C", "H", "H", "H", "H", "H", "H", "H", "H", "H", "C", "O", "P", "O", "O", "C", "O", "C", "H", "H", "H", "H", "H", "H", "H", "H", "H"],
  "positions_angstrom": [[-1.178, 3.012, -4.017], [-0.536, 4.228, -4.695], [-1.290, 5.566, -4.553], [-2.132, 5.773, -3.302], [-1.332, 5.827, -1.989], [-2.281, 5.646, -0.791], [-1.579, 5.271, 0.906], [-1.448, 3.440, 1.230], [-0.671, 2.654, 0.137], [0.509, 1.906, 0.793], [1.916, 2.245, 0.249], [1.973, 3.425, -0.535], [2.172, 3.111, -1.894], [-2.779, 5.763, 2.004], [-2.997, 7.349, 2.283], [-5.152, 7.817, 2.033], [-2.297, 7.890, 4.539], [0.267, 6.411, 1.486], [1.446, 5.175, 2.196], [1.153, 7.076, 0.017], [2.359, 7.893, 0.521], [-1.086, 2.146, -4.672], [-2.237, 3.134, -3.817], [-0.636, 2.739, -3.114], [-0.471, 4.024, -5.762], [0.491, 4.391, -4.371], [-0.589, 6.394, -4.651], [-1.958, 5.660, -5.411], [-2.978, 5.093, -3.227], [-2.564, 6.771, -3.411], [-0.472, 5.157, -1.996], [-0.958, 6.848, -1.931], [-2.935, 4.796, -1.025], [-2.944, 6.512, -0.775], [-2.490, 3.110, 1.232], [-1.082, 3.266, 2.238], [-0.392, 3.251, -0.726], [-1.356, 1.893, -0.231], [0.519, 2.024, 1.871], [0.371, 0.837, 0.633], [2.323, 1.382, -0.277], [2.585, 2.395, 1.096], [3.222, 2.898, -2.107], [1.864, 3.970, -2.487], [1.554, 2.262, -2.194], [-2.317, 8.192, 1.293], [1.909, 5.616, 3.075], [0.943, 4.267, 2.511], [2.234, 4.983, 1.472], [1.518, 6.314, -0.669], [0.493, 7.786, -0.475], [3.033, 7.244, 1.078], [1.991, 8.630, 1.234], [2.875, 8.384, -0.298], [-2.940, -2.771, 3.650], [-2.051, -3.505, 2.790], [-0.487, -3.857, 3.217], [0.164, -2.986, 2.191], [-0.620, -5.410, 2.825], [-1.025, -5.760, 1.492], [0.824, -4.096, 4.161], [1.855, -4.934, 3.633], [-3.876, -2.655, 3.110], [-3.136, -3.312, 4.576], [-2.536, -1.783, 3.877], [-0.756, -4.975, 0.785], [-2.098, -5.938, 1.450], [-0.501, -6.677, 1.231], [2.018, -4.719, 2.578], [1.613, -5.986, 3.772], [2.751, -4.696, 4.204], [1.485, -0.981, 4.837], [2.784, -0.498, 5.255], [3.257, -0.688, 6.778], [3.298, 0.622, 7.438], [4.723, -1.261, 6.412], [5.695, -0.364, 5.877], [2.875, -1.844, 7.784], [3.840, -2.169, 8.802], [1.352, -0.733, 3.788], [1.425, -2.060, 4.950], [0.698, -0.500, 5.423], [5.502, 0.660, 6.195], [5.693, -0.417, 4.787], [6.669, -0.676, 6.248], [4.291, -1.270, 9.217], [4.608, -2.820, 8.393], [3.312, -2.704, 9.587], [-6.389, -8.440, 1.640], [-6.231, -7.559, 0.508], [-5.220, -7.943, -0.708], [-4.121, -6.960, -0.619], [-6.292, -7.593, -1.864], [-6.709, -6.238, -2.025], [-4.649, -9.228, -1.455], [-4.313, -9.076, -2.843], [-7.082, -7.964, 2.327], [-6.803, -9.401, 1.334], [-5.434, -8.593, 2.146], [-5.945, -5.543, -1.674], [-7.638, -6.069, -1.480], [-6.885, -6.065, -3.085], [-3.813, -8.125, -3.016], [-5.201, -9.155, -3.464], [-3.638, -9.896, -3.077], [-5.678, -2.615, 0.189], [-5.374, -1.321, -0.358], [-6.498, -0.232, -0.744], [-6.509, -0.079, -2.203], [-5.767, 0.973, 0.040], [-4.538, 1.478, -0.472], [-7.932, 0.016, -0.127], [-8.433, 1.363, -0.169], [-4.744, -3.152, 0.328], [-6.171, -2.503, 1.157], [-6.321, -3.179, -0.487], [-4.456, 1.324, -1.549], [-3.704, 0.992, 0.036], [-4.496, 2.548, -0.270], [-8.205, 1.829, -1.126], [-8.017, 1.950, 0.645], [-9.510, 1.287, -0.044], [-1.727, 3.625, -9.873], [-0.834, 4.658, -10.335], [0.190, 5.364, -9.313], [-0.222, 6.755, -9.098], [1.481, 5.247, -10.270], [1.560, 6.075, -11.430], [0.878, 4.750, -8.031], [2.161, 5.282, -7.656], [-2.338, 3.323, -10.718], [-1.169, 2.760, -9.514], [-2.376, 4.002, -9.080], [0.984, 6.991, -11.298], [1.195, 5.533, -12.303], [2.607, 6.329, -11.579], [2.174, 6.364, -7.768], [2.950, 4.830, -8.251], [2.305, 5.017, -6.612], [4.616, -6.567, 7.588], [5.225, -6.570, 8.892], [4.311, -6.790, 10.268], [4.402, -5.407, 10.805], [5.402, -7.854, 10.830], [6.757, -7.439, 10.997], [3.150, -7.422, 11.204], [3.460, -7.602, 12.589], [5.403, -6.375, 6.864], [4.161, -7.532, 7.364], [3.864, -5.778, 7.515], [6.821, -6.364, 11.165], [7.348, -7.709, 10.122], [7.149, -7.963, 11.867], [4.012, -6.746, 12.973], [4.027, -8.517, 12.745], [2.503, -7.685, 13.099], [2.063, 1.102, -5.576], [2.833, 0.684, -6.722], [4.417, 0.434, -6.585], [5.135, 1.483, -7.318], [4.416, -0.986, -7.349], [4.198, -1.006, -8.760], [5.230, -0.058, -5.322], [6.441, -0.789, -5.572], [1.034, 1.237, -5.896], [2.096, 0.338, -4.799], [2.443, 2.045, -5.180], [4.508, -0.068, -9.220], [3.145, -1.191, -8.974], [4.793, -1.820, -9.171], [7.000, -0.341, -6.391], [6.218, -1.829, -5.792], [7.022, -0.732, -4.655]],
  "homo_ev": -7.790,
  "total_charge": 0,
  "largest_force_ev_per_a": 7.1,
  "gap_ev": 6.39,
  "energy_ev": -267495.3797
}

=====

Entry 3:
{
  "formula": "C35H97N8O10",
  "method": "ωB97M-V/def2-TZVPD",
  "symbols": ["C", "O", "H", "H", "H", "C", "C", "C", "O", "C", "N", "H", "H", "H", "H", "H", "H", "H", "H", "H", "H", "H", "C", "C", "C", "O", "C", "N", "H", "H", "H", "H", "H", "H", "H", "H", "H", "H", "H", "C", "C", "C", "O", "C", "N", "H", "H", "H", "H", "H", "H", "H", "H", "H", "H", "H", "C", "C", "C", "O", "C", "N", "H", "H", "H", "H", "H", "H", "H", "H", "H", "H", "H", "C", "C", "C", "O", "C", "N", "H", "H", "H", "H", "H", "H", "H", "H", "H", "H", "H", "C", "C", "C", "O", "C", "N", "H", "H", "H", "H", "H", "H", "H", "H", "H", "H", "H", "C", "C", "C", "O", "C", "N", "H", "H", "H", "H", "H", "H", "H", "H", "H", "H", "H", "C", "C", "C", "O", "C", "N", "H", "H", "H", "H", "H", "H", "H", "H", "H", "H", "H", "C", "C", "O", "H", "H", "H", "H", "H", "H"],
  "positions_angstrom": [[-0.319, 0.949, 0.558], [1.065, 0.850, 0.818], [-0.740, 0.427, -0.302], [-0.820, 0.679, 1.488], [-0.637, 1.969, 0.340], [-0.037, 3.970, 3.591], [1.238, 4.029, 2.738], [1.599, 5.509, 2.541], [2.826, 5.590, 1.724], [3.075, 6.896, 1.184], [2.275, 3.260, 3.355], [0.135, 4.071, 4.663], [-0.608, 3.068, 3.372], [-0.653, 4.839, 3.364], [1.039, 3.578, 1.766], [1.961, 5.886, 3.498], [0.736, 6.059, 2.165], [3.808, 7.421, 1.795], [2.271, 7.632, 1.160], [3.515, 6.787, 0.193], [2.327, 3.524, 4.328], [3.123, 3.575, 2.905], [-5.600, -2.066, -4.152], [-5.728, -0.814, -3.269], [-4.994, -0.948, -1.877], [-5.030, 0.246, -1.167], [-4.231, 0.166, 0.013], [-5.031, 0.193, -3.998], [-4.588, -2.465, -4.221], [-5.926, -1.861, -5.171], [-6.267, -2.818, -3.731], [-6.761, -0.470, -3.226], [-3.932, -1.164, -1.995], [-5.411, -1.793, -1.329], [-3.201, -0.043, -0.278], [-4.529, -0.609, 0.719], [-4.271, 1.136, 0.508], [-4.087, -0.118, -4.179], [-4.922, 0.943, -3.330], [0.583, -0.195, 6.204], [0.053, -0.165, 4.773], [-1.325, 0.494, 4.562], [-2.272, -0.230, 5.341], [-2.954, -1.175, 4.556], [0.988, 0.453, 3.917], [0.698, 0.803, 6.628], [1.529, -0.717, 6.341], [-0.162, -0.780, 6.743], [-0.035, -1.228, 4.548], [-1.559, 0.620, 3.505], [-1.193, 1.455, 5.060], [-2.219, -1.840, 4.102], [-3.454, -0.707, 3.709], [-3.658, -1.868, 5.015], [0.502, 0.513, 3.034], [1.074, 1.430, 4.161], [3.074, -1.179, -2.480], [3.509, -1.165, -1.013], [4.607, -2.225, -0.571], [4.909, -2.007, 0.789], [5.963, -2.862, 1.202], [3.953, 0.172, -0.733], [2.615, -2.133, -2.740], [3.879, -1.076, -3.207], [2.277, -0.464, -2.683], [2.627, -1.450, -0.439], [5.496, -2.144, -1.196], [4.290, -3.251, -0.761], [6.818, -2.791, 0.530], [5.534, -3.859, 1.306], [6.262, -2.634, 2.225], [3.315, 0.824, -1.166], [4.799, 0.258, -1.279], [-2.063, 5.752, 0.233], [-3.457, 5.485, -0.219], [-3.618, 4.070, -0.800], [-2.701, 3.811, -1.913], [-2.866, 2.491, -2.538], [-4.290, 5.708, 0.957], [-1.767, 5.108, 1.062], [-1.898, 6.790, 0.521], [-1.359, 5.521, -0.566], [-3.618, 6.198, -1.027], [-4.638, 4.066, -1.185], [-3.394, 3.329, -0.033], [-2.294, 2.630, -3.455], [-3.896, 2.246, -2.797], [-2.362, 1.787, -1.875], [-4.312, 6.680, 1.231], [-5.256, 5.443, 0.828], [4.103, -3.838, 5.451], [3.923, -3.152, 4.077], [2.430, -2.935, 3.682], [2.395, -2.272, 2.417], [1.088, -2.445, 1.849], [4.597, -1.904, 4.170], [5.122, -3.878, 5.835], [3.721, -4.855, 5.365], [3.480, -3.405, 6.235], [4.390, -3.771, 3.311], [1.925, -2.481, 4.535], [2.033, -3.949, 3.672], [0.285, -1.972, 2.413], [0.840, -3.473, 1.582], [1.031, -1.944, 0.883], [4.419, -1.678, 5.139], [5.582, -2.123, 4.216], [1.443, -4.978, -1.933], [0.031, -5.535, -1.809], [-1.073, -4.399, -1.723], [-1.083, -3.704, -0.490], [-2.148, -2.819, -0.305], [-0.181, -6.492, -2.871], [1.502, -4.151, -1.225], [1.592, -4.510, -2.906], [2.178, -5.747, -1.696], [-0.024, -6.125, -0.894], [-2.043, -4.817, -1.994], [-0.899, -3.718, -2.556], [-1.922, -2.144, 0.520], [-3.085, -3.283, 0.005], [-2.165, -2.263, -1.243], [0.688, -6.988, -3.007], [-0.202, -5.949, -3.722], [-0.681, -0.496, -3.115], [-1.057, -0.607, -4.617], [-0.101, -1.473, -5.443], [0.021, -2.795, -4.904], [0.477, -3.740, -5.817], [-2.436, -0.917, -4.794], [0.070, 0.277, -2.955], [-0.292, -1.443, -2.740], [-1.479, -0.257, -2.412], [-0.947, 0.395, -5.030], [0.844, -0.934, -5.522], [-0.401, -1.532, -6.489], [-0.132, -3.697, -6.720], [0.435, -4.701, -5.304], [1.507, -3.540, -6.111], [-2.349, -1.922, -4.746], [-2.690, -0.821, -5.767], [2.174, 4.340, -2.577], [1.297, 3.145, -2.122], [2.110, 2.193, -1.546], [1.558, 5.096, -3.065], [3.015, 4.009, -3.187], [2.578, 4.857, -1.707], [0.899, 2.886, -3.103], [0.527, 3.434, -1.406], [1.682, 1.864, -0.752]],
  "homo_ev": -3.488,
  "total_charge": -1,
  "largest_force_ev_per_a": 2.8,
  "gap_ev": 5.69,
  "relative_energy_kcal_mol": 75.31,
  "energy_ev": -70255.9546
}